The following is a DFT calculation (wB97M-V/def2-TZVPD) of a cluster of 2 separate species, C4H8NO2S in total in a non-equilibrium geometry.

Values from the calculation:
Relative energy (zero: lowest compared OMol25 entry of this formula, charge and spin) (kcal/mol): 175.55
F_max (eV/Å): 2.6
LUMO energy (eV): -0.24
Spin multiplicity: 1
M (g mol⁻¹): 134.18
Net charge: -1
Calculated total energy (hartree): -760.4331
Gap between HOMO and LUMO (eV): 3.81

Positions of all 16 atoms, in Å:
S  0.2667  -0.3308  3.2600
O  0.4099  -2.4682  -1.1299
O  0.3781  2.7533  -0.6478
N  -0.5266  -0.6048  0.0816
C  0.3742  -1.8991  -0.0051
C  0.2619  0.1731  -2.0317
C  -0.2281  0.3325  -0.8151
C  -0.3645  1.8353  -0.1639
H  -0.4164  -0.2584  1.0465
H  -0.3011  1.7259  0.9304
H  -0.4961  0.6971  3.6422
H  0.6306  -0.8425  -2.2610
H  -0.1393  -2.4663  0.8102
H  -1.4389  1.9552  -0.4533
H  1.3435  -1.6084  0.4690
H  0.2462  1.0063  -2.7322

Atomic partial charges in e from the Löwdin method, atoms 1 to 5: S -0.031; O -0.104; O -0.095; N 0.055; C -0.439